The following is a DFT calculation (ωB97M-V/def2-TZVPD) of 5 unconnected molecules or ions with the total composition C63H40ClF9N2O11PS2 at a distorted geometry.

Atoms and positions in Å:
O 8.823 -8.725 -3.488
P 8.297 -8.021 -4.691
O 6.793 -8.512 -5.130
O 9.329 -8.235 -5.970
C 8.157 -6.196 -4.370
C 7.021 -5.530 -3.777
C 5.635 -6.121 -3.299
C 4.634 -5.905 -4.504
C 3.157 -6.427 -4.192
F 2.349 -5.752 -5.096
F 2.918 -6.023 -2.881
C 3.141 -7.993 -4.371
F 3.744 -8.513 -3.231
F 3.897 -8.450 -5.420
S 1.445 -8.792 -4.504
F 1.647 -9.534 -3.038
F 0.698 -7.578 -3.722
F 1.158 -8.177 -5.979
F 2.133 -10.141 -5.174
F 0.009 -9.563 -4.606
N 7.289 -4.146 -3.690
C 8.552 -3.937 -4.215
Cl 9.388 -2.381 -4.349
N 9.084 -5.137 -4.625
S 10.638 -5.352 -5.387
H 6.686 -9.463 -4.918
H 10.237 -8.369 -5.633
H 5.353 -5.547 -2.373
H 5.826 -7.191 -3.036
H 4.509 -4.784 -4.608
H 5.021 -6.261 -5.491
H 6.702 -3.383 -3.345
H 10.276 -5.412 -6.726
C -3.185 -1.552 1.963
C -2.619 -0.598 1.121
C -2.169 -0.963 -0.140
C -2.271 -2.287 -0.560
C -2.817 -3.247 0.294
C -3.284 -2.873 1.551
C -2.889 -4.670 -0.120
O -3.367 -5.507 0.621
C -2.358 -5.056 -1.451
C -2.365 -6.396 -1.832
C -1.884 -6.766 -3.080
C -1.401 -5.797 -3.957
C -1.387 -4.463 -3.580
C -1.856 -4.089 -2.322
C -1.803 -2.663 -1.916
O -1.377 -1.817 -2.681
H -3.546 -1.263 2.944
H -2.532 0.431 1.448
H -1.734 -0.217 -0.794
H -3.720 -3.613 2.212
H -2.743 -7.153 -1.155
H -1.886 -7.810 -3.371
H -1.032 -6.085 -4.935
H -1.007 -3.713 -4.264
C 12.350 4.231 -6.106
C 12.246 2.848 -5.985
C 11.142 2.286 -5.360
C 10.142 3.105 -4.843
C 10.258 4.492 -4.944
C 11.359 5.052 -5.587
C 9.226 5.381 -4.355
O 9.324 6.588 -4.445
C 8.075 4.768 -3.646
C 7.128 5.587 -3.038
C 6.041 5.024 -2.384
C 5.891 3.641 -2.341
C 6.836 2.820 -2.941
C 7.935 3.380 -3.586
C 8.957 2.494 -4.193
O 8.829 1.281 -4.153
H 13.208 4.669 -6.603
H 13.027 2.209 -6.381
H 11.064 1.209 -5.273
H 11.447 6.128 -5.679
H 7.238 6.664 -3.070
H 5.307 5.664 -1.907
H 5.038 3.203 -1.836
H 6.717 1.744 -2.901
C -7.975 2.235 8.209
C -8.069 1.444 7.067
C -6.957 1.252 6.259
C -5.749 1.862 6.584
C -5.661 2.675 7.715
C -6.774 2.850 8.532
C -4.394 3.372 8.047
O -4.317 4.078 9.035
C -3.226 3.200 7.149
C -2.047 3.891 7.414
C -0.945 3.727 6.587
C -1.012 2.864 5.497
C -2.186 2.177 5.225
C -3.299 2.350 6.044
C -4.561 1.638 5.724
O -4.623 0.886 4.769
H -8.842 2.377 8.844
H -9.011 0.974 6.809
H -7.034 0.632 5.375
H -6.708 3.470 9.419
H -1.988 4.562 8.263
H -0.029 4.270 6.793
H -0.148 2.731 4.856
H -2.236 1.510 4.373
C -7.821 7.128 7.446
C -7.627 5.768 7.221
C -8.252 5.144 6.152
C -9.083 5.874 5.308
C -9.297 7.232 5.547
C -8.654 7.860 6.611
C -10.220 8.013 4.685
O -10.404 9.197 4.890
C -10.920 7.321 3.575
C -11.832 8.024 2.793
C -12.482 7.389 1.744
C -12.217 6.051 1.466
C -11.313 5.344 2.246
C -10.670 5.974 3.308
C -9.732 5.199 4.157
O -9.502 4.028 3.918
H -7.325 7.617 8.277
H -6.987 5.196 7.880
H -8.093 4.085 5.979
H -8.807 8.917 6.793
H -12.040 9.067 3.003
H -13.196 7.938 1.140
H -12.720 5.558 0.642
H -11.114 4.301 2.029

Properties
**Charge**: +1
**E_LUMO**: -3.9 eV
**Spin multiplicity**: 1
**ΔE to the lowest compared entry with this formula, charge and spin**: 0.0 kJ/mol